Record 1
18
Properties=species:S:1:pos:R:3 method="wB97M-V/def2-TZVPD" gap_ev=9.53 max_force_ev_per_a=0.34 e_tot_ha=-310.7193 molar_mass_g_mol=106.2 homo_ev=-8.5 total_charge=0
C 2.0643 -1.5536 1.6809
C 1.6955 -1.0364 0.6548
C 1.3230 -0.4682 -0.6105
C 0.1862 0.1829 -0.9014
C -0.0005 0.7098 -2.3035
C -0.9626 0.4661 0.0107
C -1.4332 -0.4873 1.0874
C -0.7939 0.8081 1.4722
H 2.3663 -2.0025 2.6032
H 2.0636 -0.5812 -1.3978
H -0.8908 0.2692 -2.7701
H 0.8587 0.4765 -2.9393
H -0.1376 1.7933 -2.2880
H -1.7564 1.0187 -0.4940
H -0.8640 -1.3982 1.2416
H -2.5081 -0.5744 1.2119
H 0.2178 0.7784 1.8766
H -1.4283 1.5986 1.8654

Record 2
8
Properties=species:S:1:pos:R:3 method="wB97M-V/def2-TZVPD" gap_ev=7.28 max_force_ev_per_a=3.72 e_tot_ha=-5820.7836 molar_mass_g_mol=439.7 homo_ev=-9.2 total_charge=0
Br 1.8278 0.2867 3.0312
C 1.0302 -0.2284 1.3937
C 0.9451 0.6523 0.4191
I 1.4769 2.6270 0.2173
H 0.9256 -1.2181 1.1618
H 0.5559 0.2388 -0.4377
Br 3.8813 -1.8049 -1.5700
I 4.9120 -0.3982 0.2687

Record 3
18
Properties=species:S:1:pos:R:3 method="wB97M-V/def2-TZVPD" gap_ev="7.19 / 1.11" max_force_ev_per_a=0.81 e_tot_ha=-2395.8843 molar_mass_g_mol=204.5 homo_ev="-11.0 / -11.0" total_charge=+1 multiplicity=2
S -0.9125 3.9940 0.7755
H -2.1970 3.7716 1.0781
H -1.1303 4.0960 -0.5288
S -1.7437 3.6640 5.0425
H -2.5702 4.3331 4.2422
H -0.8022 3.3742 4.1502
S -4.0836 -2.6537 -3.1435
H -4.2415 -1.6840 -2.2264
H -3.0464 -2.1245 -3.7943
S 4.7092 -0.3627 4.9656
H 5.8092 -0.2103 4.2205
H 4.2210 0.8419 4.6973
S -2.9950 -5.8279 -2.4487
H -3.1921 -4.9376 -1.4577
H -3.8958 -5.3318 -3.3130
S 5.0132 -0.1368 -3.6059
H 6.1683 -0.7930 -3.7237
H 4.8893 -0.0124 -4.9301

Record 4
18
Properties=species:S:1:pos:R:3 method="wB97M-V/def2-TZVPD" gap_ev="8.28 / 8.35" max_force_ev_per_a=0.89 e_tot_ha=-272.8005 molar_mass_g_mol=88.1 homo_ev="-7.5 / -7.5" total_charge=0
C -2.6335 0.4506 -0.4392
C -1.1121 0.4568 -0.5502
C -0.4462 0.5158 0.8211
C 1.8183 -1.5865 0.4921
O 2.5952 -0.5565 0.5782
C 2.6839 0.4600 -0.2283
H -2.9780 -0.4274 0.1201
H -3.1184 0.4406 -1.4210
H -2.9774 1.3414 0.1006
H -0.7874 1.3170 -1.1510
H -0.7768 -0.4391 -1.0943
H -0.8235 1.3688 1.3965
H -0.6463 -0.3937 1.3984
H 1.8506 -2.2682 1.3279
H 1.1494 -1.6743 -0.3581
H 3.4155 1.2052 0.0427
H 0.6367 0.6578 0.7242
H 2.1289 0.4401 -1.1608

Record 5
82
Properties=species:S:1:pos:R:3 method="wB97M-V/def2-TZVPD" gap_ev="5.70 / 5.72" max_force_ev_per_a=4.10 e_tot_ha=-5589.2530 molar_mass_g_mol=896.2 homo_ev="-10.4 / -10.4" total_charge=+1 multiplicity=2
V -0.5232 -0.2505 0.1527
C 0.0979 -2.8379 3.4038
C -0.4194 -1.7791 2.4932
N -0.4227 -1.9039 1.1984
N -0.1738 -3.0541 0.6064
C -0.7931 -3.1933 -0.5414
N -0.7691 -4.3586 -1.1860
S -1.7890 -1.8990 -1.1207
C -1.0052 -0.5267 2.8946
C -1.2888 -0.1523 4.2146
C -1.9609 1.0282 4.4492
C -2.3216 1.8155 3.3591
C -2.0014 1.3928 2.0839
N -1.3627 0.2483 1.8410
H 0.0255 -3.8015 2.9030
H 1.1533 -2.6403 3.6070
H -0.4398 -2.8729 4.3466
H -0.0403 -5.0151 -0.9507
H -1.1686 -4.4065 -2.1092
H -0.9898 -0.7882 5.0322
H -2.2054 1.3323 5.4554
H -2.8452 2.7461 3.5081
H -2.2621 2.0029 1.2293
F 5.1033 -0.8773 1.6350
C 3.9267 -0.4508 2.0456
F 4.0743 0.7542 2.6055
F 3.4666 -1.2746 2.9861
S 2.6586 -0.3778 0.6621
O 1.4278 -0.2288 1.3989
O 2.9852 0.6968 -0.2170
N 2.8661 -1.8091 0.0463
S 2.0536 -1.9760 -1.2849
O 0.9326 -1.0525 -1.2816
O 1.7923 -3.3217 -1.6467
C 3.1111 -1.3106 -2.7063
F 2.9761 0.0081 -2.8505
F 4.3951 -1.5844 -2.5443
F 2.6881 -1.8681 -3.8365
C -3.8945 4.6344 -4.2926
C -4.8367 3.4822 -4.1385
C -5.7678 3.1849 -5.1200
C -6.6391 2.1162 -4.9598
Cl -7.8098 1.7949 -6.1797
C -6.5841 1.3127 -3.8276
C -5.6552 1.5951 -2.8450
C -4.7965 2.6775 -2.9917
O -3.9213 3.0335 -1.9745
C -2.6925 2.3635 -1.9403
C -2.6835 1.1479 -1.0156
O -3.6594 0.5964 -0.5666
O -1.4818 0.7611 -0.6746
H -4.2258 5.2898 -5.0917
H -2.8914 4.2818 -4.5314
H -3.8342 5.1996 -3.3660
H -5.8258 3.7882 -6.0127
H -7.2672 0.4863 -3.7168
H -5.5892 0.9854 -1.9572
H -1.9442 3.0650 -1.5542
H -2.3633 2.0338 -2.9355
N 0.4262 2.9608 -2.4294
N 0.6543 1.6209 -2.0596
H 1.0332 3.2812 -3.1870
H 0.5656 3.5422 -1.6089
H 1.5325 1.4603 -1.5654
H 0.5770 1.0150 -2.8691
C 1.4521 2.4154 3.1660
S 1.5591 2.6885 1.3456
O 0.2966 2.1403 0.7801
C 1.2040 4.4765 1.4843
C 2.2613 5.3699 1.4692
C 2.0042 6.7285 1.5774
C 0.6991 7.1805 1.6925
C -0.3527 6.2790 1.6992
C -0.1020 4.9203 1.5889
H 0.5631 2.8949 3.5615
H 2.3497 2.8261 3.6154
H 1.4101 1.3447 3.3403
H 3.2724 5.0027 1.3775
H 2.8214 7.4319 1.5717
H 0.5029 8.2397 1.7749
H -1.3655 6.6360 1.7951
H -0.9064 4.2000 1.5797

Record 6
76
Properties=species:S:1:pos:R:3 method="wB97M-V/def2-TZVPD" gap_ev=2.62 max_force_ev_per_a=3.36 e_tot_ha=-1568.8086 molar_mass_g_mol=620.5 homo_ev=-4.3 total_charge=0
Rb -1.1627 -0.0914 -2.9960
Rb 3.4508 -0.0285 -3.8641
O 2.4931 -1.3307 -0.1173
C 1.3823 -1.1490 -0.9033
O 0.3867 -0.6282 -0.3820
O 1.4226 -1.3318 -2.1596
H 1.9534 -1.0012 0.6438
C -2.7182 5.3592 -2.0161
C -1.9162 4.8507 -0.7862
C -2.4303 5.3138 0.5692
C -3.7463 4.7015 0.9946
C -3.5921 3.1959 1.0925
C -2.9951 2.5681 -0.1859
N -1.8836 3.3844 -0.7223
O -1.0971 2.7655 -1.7666
C -4.1377 2.5042 -1.2397
C -2.4974 1.1804 0.3255
C -0.5009 5.4315 -0.8460
H -2.5330 6.4432 -2.0680
H -3.7980 5.2975 -1.9033
H -2.2306 5.0985 -2.9545
H -2.6532 6.3862 0.6219
H -1.7164 5.1342 1.3769
H -4.4416 4.9618 0.1868
H -4.1707 5.1986 1.8687
H -4.6200 2.8824 1.3028
H -2.9967 3.0078 1.9893
H -4.5313 1.4842 -1.2800
H -3.7909 2.7826 -2.2334
H -4.9296 3.1884 -0.9360
H -3.2591 0.4797 0.6869
H -1.8878 1.2174 1.2318
H -1.8860 0.6647 -0.3993
H -0.0910 5.2302 -1.8389
H 0.1168 5.0828 -0.0207
H -0.4447 6.5250 -0.8310
C 3.0152 -4.5545 -0.5807
C 4.4461 -4.6870 -1.0621
O 5.3155 -5.1512 -0.3697
C 4.8200 -3.9585 -2.3655
H 2.5393 -5.3947 -1.0953
H 2.4953 -3.6316 -0.8304
H 2.9254 -4.5992 0.5030
H 4.1348 -4.1323 -3.1941
H 5.8533 -4.1606 -2.6411
H 4.8040 -2.9054 -2.0694
C -1.1171 -1.4753 2.6402
C -2.3852 -1.5014 3.4746
O -2.9742 -2.5242 3.7344
C -2.9127 -0.1643 3.9618
H -1.3064 -1.6760 1.5873
H -0.3120 -2.1155 3.0031
H -0.7078 -0.4707 2.7600
H -2.2514 0.5115 4.5038
H -3.6346 -0.4811 4.7177
H -3.3950 0.3784 3.1489
C -0.5182 -4.0345 -1.7677
C -1.1011 -4.0346 -3.1377
O -1.6722 -3.0913 -3.6472
C -1.0356 -5.3432 -3.8920
H -0.7994 -3.1495 -1.1987
H 0.5541 -4.0376 -1.9833
H -0.7671 -4.9103 -1.1701
H -0.5118 -5.2176 -4.8407
H -2.0303 -5.6910 -4.1717
H -0.5536 -6.1171 -3.2962
C 6.1441 -0.9700 4.0421
C 6.1559 -0.5970 2.5767
O 7.1380 -0.2132 1.9827
C 4.8337 -0.7759 1.8718
H 5.2034 -0.9245 4.5838
H 6.9600 -0.4896 4.5808
H 6.4288 -2.0288 4.0420
H 4.8285 -0.0918 1.0259
H 4.0590 -0.5360 2.5976
H 4.7835 -1.8121 1.5352

Record 7
14
Properties=species:S:1:pos:R:3 method="wB97M-V/def2-TZVPD" gap_ev=8.17 max_force_ev_per_a=0.40 e_tot_ha=-324.5520 molar_mass_g_mol=97.1 homo_ev=-7.5 total_charge=0
N -2.0914 1.3772 -0.2567
C -0.8625 0.8350 0.0435
O 0.2433 1.4547 -0.2892
C 0.6509 0.1481 -0.9863
C 1.7279 -0.4793 -0.0994
C 0.6728 -1.0118 0.8730
C -0.5405 -0.5415 0.0227
H -2.0009 2.3426 -0.5561
H -2.5211 0.8319 -1.0006
H 2.4716 0.2226 0.2872
H 2.2250 -1.2707 -0.6699
H 0.6899 -0.5628 1.8688
H 0.6694 -2.0995 0.9800
H -1.3343 -1.2466 -0.2170

Record 8
127
Properties=species:S:1:pos:R:3 method="wB97M-V/def2-TZVPD" gap_ev=7.17 max_force_ev_per_a=2.25 e_tot_ha=-2976.0041 molar_mass_g_mol=867.0 homo_ev=-7.2 total_charge=0
O 4.1042 -6.5089 2.0517
C 3.9130 -5.5029 2.5868
N 3.5735 -4.5367 3.2794
C 3.4592 -3.3632 2.4085
C 2.1855 -3.0030 1.8985
C 1.0052 -3.8738 2.2901
C -0.2473 -3.6717 1.4303
C -0.0749 -4.0083 -0.0852
C 1.0461 -4.9894 -0.4151
N 0.8606 -6.3712 0.0957
C 1.6048 -7.3109 -0.5331
C 1.3543 -8.5395 0.0756
C 0.4087 -8.2459 1.1001
C 0.0898 -6.8903 1.1093
C 2.0871 -1.8957 1.0466
C 3.2182 -1.1454 0.6873
C 3.1749 0.0314 -0.2602
O 1.8616 0.5414 -0.4682
O 1.3233 -0.1599 -1.5926
C 4.4285 -1.5390 1.2274
C 4.6042 -2.6377 2.0897
C 6.0567 -2.8209 2.4739
O 6.5199 -3.5169 3.3165
N 6.7683 -1.9044 1.6055
C 5.8128 -0.9689 1.0496
O 6.1775 0.0762 0.5949
H 0.7405 -3.5997 3.3230
H 1.3459 -4.9099 2.3374
H -1.1015 -4.2403 1.8120
H -0.5450 -2.6189 1.5272
H 0.1474 -3.0719 -0.6064
H -1.0144 -4.3971 -0.4769
H 1.0719 -5.0693 -1.5083
H 2.0445 -4.6493 -0.1115
H 2.2428 -7.0324 -1.3580
H 1.8093 -9.4800 -0.1923
H 0.0182 -8.9923 1.7824
H -0.5737 -6.3211 1.7338
H 1.1132 -1.6184 0.6592
H 3.8828 0.8222 0.0105
H 3.5222 -0.3309 -1.2392
H 1.5552 0.4142 -2.3393
H 7.1262 -2.5051 0.8628
C 1.4162 -4.1459 -3.9630
O 0.9503 -3.7319 -2.9176
N 0.9308 -3.8641 -5.1861
C 1.5328 -4.3899 -6.3958
C -0.2349 -3.0035 -5.2904
H 2.3006 -4.8052 -3.9882
H 1.8617 -3.5657 -7.0318
H 0.8017 -4.9912 -6.9402
H 2.3910 -5.0126 -6.1524
H -0.0174 -2.0333 -4.8421
H -1.0711 -3.4507 -4.7508
H -0.5045 -2.8704 -6.3351
C 5.0430 2.0025 -3.8819
O 4.1165 1.3435 -4.3216
N 4.9257 2.9497 -2.9347
C 6.0629 3.7018 -2.4397
C 3.6067 3.2184 -2.3935
H 6.0785 1.8649 -4.2346
H 6.1734 3.5380 -1.3661
H 5.9081 4.7665 -2.6239
H 6.9747 3.3839 -2.9413
H 3.2091 2.3038 -1.9490
H 2.9414 3.5306 -3.1996
H 3.6591 4.0003 -1.6409
C 2.8582 4.7484 0.7793
O 2.9599 5.8184 0.2037
N 1.7798 4.3267 1.4554
C 1.7479 3.0292 2.1003
C 0.6037 5.1825 1.5466
H 3.6781 4.0076 0.7811
H 0.9343 2.4374 1.6759
H 1.5816 3.1546 3.1723
H 2.6878 2.5018 1.9466
H 0.2336 5.4009 0.5454
H 0.8754 6.1216 2.0289
H -0.1621 4.6856 2.1182
C -2.1413 7.1537 2.3907
O -1.7986 5.9915 2.2671
N -2.3796 7.7619 3.5666
C -2.7835 9.1522 3.6489
C -2.2247 6.9948 4.7926
H -2.2848 7.8161 1.5211
H -2.0503 9.7154 4.2293
H -3.7571 9.2245 4.1378
H -2.8545 9.5862 2.6537
H -1.2016 6.6255 4.8688
H -2.8986 6.1372 4.7777
H -2.4508 7.6206 5.6519
C -2.5201 0.6708 2.6625
O -2.6043 -0.3276 3.3551
N -3.2149 1.8062 2.8553
C -3.0651 2.9651 1.9876
C -4.1441 1.8729 3.9670
H -1.8427 0.7227 1.7924
H -2.7278 3.8191 2.5765
H -4.0283 3.2022 1.5277
H -2.3361 2.7638 1.2036
H -3.6102 1.7072 4.9045
H -4.9011 1.0947 3.8623
H -4.6249 2.8481 3.9871
C -2.6555 -6.6663 -2.1367
O -1.8250 -6.3368 -1.3166
N -3.4804 -5.8092 -2.7764
C -4.4559 -6.2557 -3.7496
C -3.3773 -4.3918 -2.4704
H -2.8044 -7.7189 -2.4321
H -4.2561 -5.7866 -4.7159
H -5.4600 -5.9789 -3.4206
H -4.4082 -7.3366 -3.8654
H -2.3688 -4.0381 -2.6944
H -3.5676 -4.2293 -1.4084
H -4.1002 -3.8318 -3.0592
C -5.5845 4.5458 -0.3284
O -5.6707 3.5497 0.3646
N -6.2753 5.6842 -0.1255
C -6.1278 6.8399 -0.9878
C -7.1968 5.7494 0.9964
H -4.9130 4.5949 -1.2014
H -5.7811 7.6948 -0.4031
H -7.0894 7.0860 -1.4427
H -5.4064 6.6354 -1.7761
H -6.6553 5.5783 1.9278
H -7.9560 4.9733 0.8946
H -7.6751 6.7253 1.0266

Record 9
131
Properties=species:S:1:pos:R:3 method="wB97M-V/def2-TZVPD" gap_ev=6.22 max_force_ev_per_a=4.34 e_tot_ha=-5318.0458 molar_mass_g_mol=998.2 homo_ev=-9.6 total_charge=+1
Ca 0.3958 -2.2963 3.4191
Ca 3.5546 -1.4443 0.5691
O 1.3459 -1.6311 1.4352
C 0.4447 -0.6615 0.8722
C -1.0631 -0.4459 1.4360
O -1.4176 -1.1607 2.5997
H 0.2871 -1.0871 -0.1330
H 0.9253 0.3034 0.6763
H -1.8556 -0.5362 0.6854
H -1.0883 0.6005 1.7795
C 6.1324 2.0182 0.6784
F 6.9005 1.2380 1.4186
F 6.3530 3.2757 0.9671
F 6.4127 1.8087 -0.5905
S 4.3306 1.5867 1.0630
O 4.4031 0.5974 2.1622
O 3.6228 2.7734 1.4284
N 3.8625 0.5957 -0.2798
S 3.1203 1.7700 -1.1793
O 1.8219 2.1172 -0.6611
O 3.9824 2.8422 -1.6123
C 2.7530 0.8641 -2.7905
F 1.8184 -0.0950 -2.6140
F 2.2661 1.7847 -3.6074
F 3.8319 0.2555 -3.3265
C -3.4927 5.0142 -7.5736
O -3.2088 4.7262 -6.2353
C -4.3550 4.4559 -5.4522
C -3.9290 3.8136 -4.1304
N -4.8891 4.1307 -3.0862
C -4.9668 3.1870 -1.9860
C -3.6310 3.0487 -1.2926
O -2.7765 2.0929 -1.8844
C -1.4852 2.1153 -1.3324
H -4.0515 4.2501 -8.1230
H -2.5645 5.1637 -8.1244
H -4.0354 5.9638 -7.6576
H -5.0543 3.8179 -5.9995
H -4.8087 5.4314 -5.2301
H -2.9063 4.1099 -3.8865
H -3.8925 2.7221 -4.2693
H -5.7550 4.3936 -3.5336
H -5.3613 2.2096 -2.3041
H -5.7218 3.5360 -1.2808
H -3.8150 2.6973 -0.2669
H -3.1796 4.0429 -1.2110
H -0.9202 3.0453 -1.4359
H -0.8359 1.3586 -1.7768
H -1.5938 1.8350 -0.2777
C 1.0840 -3.4890 -0.9988
O 2.4489 -3.2540 -0.7400
C 3.3002 -3.6346 -1.8355
C 4.7771 -3.5621 -1.4553
N 5.1936 -2.1639 -1.2887
C 6.6729 -2.1141 -1.0776
C 7.5183 -2.6417 -2.2588
O 6.7987 -2.5984 -3.4926
C 6.6815 -1.3658 -4.1527
H 0.4310 -3.4073 -0.1261
H 0.8364 -4.4879 -1.3656
H 0.6718 -2.7022 -1.6358
H 3.1416 -2.9803 -2.6955
H 3.1129 -4.6888 -2.0440
H 5.3139 -4.0659 -2.2640
H 4.9812 -4.1363 -0.5444
H 5.1201 -1.7928 -2.2391
H 6.9109 -2.6893 -0.1832
H 6.9377 -1.0624 -0.9630
H 7.6519 -3.7232 -2.2082
H 8.4709 -2.1176 -2.3529
H 6.2577 -0.5266 -3.5751
H 5.9529 -1.5154 -4.9520
H 7.6768 -1.0574 -4.4976
C 1.9791 0.5520 4.3524
O 0.9139 -0.3395 4.7289
C 0.7378 -0.5035 6.1518
C -0.4429 -1.4095 6.3116
N -0.2866 -2.6930 5.6357
C -1.5900 -3.3189 5.4404
C -1.4876 -4.5898 4.5750
O -0.8174 -4.3501 3.3080
C -0.9925 -5.4036 2.3797
H 2.9639 0.0933 4.4403
H 1.9248 1.4530 4.9690
H 1.7004 0.8030 3.3284
H 0.6546 0.5191 6.5320
H 1.6606 -0.8579 6.6407
H -1.1480 -0.7669 5.7644
H -0.8469 -1.4344 7.3269
H 0.2954 -3.2304 6.2761
H -2.3114 -2.6555 4.9642
H -1.9706 -3.6445 6.4143
H -2.5224 -4.8645 4.3670
H -0.9445 -5.3856 5.0890
H -0.1753 -6.1299 2.4386
H -0.9013 -5.0136 1.3653
H -1.9486 -5.9130 2.4779
C -1.8536 3.3633 3.1071
C -1.6204 2.9455 4.5635
C -2.4349 3.7663 5.5879
O -2.5546 5.1166 5.2194
C -1.3725 5.8487 5.5239
N -1.6672 1.5010 4.7893
H -2.8653 3.1432 2.7543
H -1.2480 2.7362 2.4463
H -1.6149 4.4144 2.9722
H -0.5982 3.2314 4.8355
H -1.8760 3.6346 6.5260
H -3.4101 3.3389 5.8272
H -0.4363 5.4605 5.1116
H -1.3222 5.8204 6.6189
H -1.4256 6.8833 5.1923
H -2.2828 1.0379 4.1191
H -0.7896 1.0875 4.4945
C -3.2598 -0.7836 -3.5320
C -4.1308 -1.8466 -2.8670
C -4.5237 -3.1041 -3.6762
O -3.3497 -3.8347 -3.9889
C -2.7893 -3.6185 -5.2786
N -3.3729 -2.4300 -1.6930
H -3.2229 0.0739 -2.8545
H -3.5868 -0.3952 -4.4977
H -2.2046 -1.0681 -3.5840
H -4.9298 -1.4073 -2.2661
H -5.1392 -2.8646 -4.5478
H -5.1456 -3.7595 -3.0690
H -2.8552 -2.5574 -5.5070
H -3.1986 -4.2976 -6.0322
H -1.7609 -3.9799 -5.1963
H -2.7190 -1.7158 -1.3712
H -2.7364 -3.1152 -2.1036